1.
Entry from the Open Molecules 2025 dataset: a molecular structure, C18H22InN4O2P (the ωB97M-V functional and the def2-TZVPD basis).

Geometry as XYZ:
```
48
C18H22InN4O2P the ωB97M-V functional and the def2-TZVPD basis
H -0.728 4.026 0.422
H -1.813 1.863 -3.437
C -3.448 0.479 -0.211
H -1.437 -3.352 -2.045
C -0.132 -1.823 2.091
C -0.047 -1.482 4.855
C 0.777 -0.729 4.043
H 0.120 -1.132 -2.452
H 5.180 0.834 -1.874
C -0.170 -1.609 -1.532
H -1.643 -3.308 2.522
H 5.981 -0.508 -1.135
N 5.150 0.047 -1.249
C 4.021 -0.211 -0.595
H -0.016 -1.340 5.927
N 0.268 -1.158 -0.292
C -4.089 0.358 -1.440
C 0.781 2.484 -2.780
C -0.953 -2.583 2.936
N -0.978 -2.909 0.015
C 0.761 -0.904 2.664
H -1.465 -3.662 0.472
C -0.208 4.048 -0.534
H -1.723 1.192 0.825
H 0.760 4.533 -0.415
N 3.960 -1.242 0.245
O 1.679 -0.224 1.918
H 0.883 1.500 -3.235
H -3.917 0.106 0.689
C -3.502 0.857 -2.593
C -0.254 -1.962 0.639
C -1.609 1.585 -1.304
H 3.152 -1.343 0.840
H -4.013 0.774 -3.543
O 3.010 0.546 -0.817
C -2.208 1.088 -0.143
H -5.056 -0.124 -1.495
P -0.009 2.375 -1.169
H 1.472 -0.010 4.457
H -1.555 -3.018 4.938
H -0.810 4.605 -1.254
In 1.212 0.725 0.247
C -0.913 -2.424 4.303
C -2.260 1.473 -2.531
H 1.770 2.925 -2.657
C -0.938 -2.703 -1.348
H 0.185 3.131 -3.425
H 4.773 -1.795 0.460
```

* net charge: +2
* HOMO-LUMO gap: 7.54 eV
* multiplicity: 1
* lowest unoccupied orbital energy: -6.39 eV
* electronic energy: -43530.274 eV

Löwdin population analysis, charges in e, atoms 1 to 2:
1 H 0.07
2 H 0.11


2.
Entry from the Open Molecules 2025 dataset: a molecular structure, C43H78AsN4O2SSi2Zr (the ωB97M-V functional and the def2-TZVPD basis).

Geometry as XYZ:
```
132
C43H78AsN4O2SSi2Zr the ωB97M-V functional and the def2-TZVPD basis
C 3.006 -2.792 -5.900
H -1.923 0.331 2.992
H -2.967 0.541 4.407
H 4.858 -0.603 4.259
C -1.158 1.712 6.057
H 3.940 0.834 2.730
H 5.309 -0.599 5.964
H 3.277 1.041 0.574
H 2.587 -2.193 -6.711
H -0.840 -3.977 -2.237
H 4.531 3.006 5.294
H 0.614 -4.266 1.760
H 4.286 0.967 7.562
H 1.331 -5.224 0.459
H 2.586 -1.662 -0.976
H 2.236 -3.481 -5.544
H -0.842 -0.856 -6.555
H 4.588 -2.263 -2.877
H 4.265 -0.361 -6.112
H -0.609 2.570 6.450
C -1.452 -1.255 -5.742
H -3.841 0.060 -2.001
C 1.611 3.269 0.149
H -1.940 -3.935 2.707
H 2.616 -2.213 0.721
C -5.967 -0.349 -1.629
H 2.991 2.069 7.102
H 1.925 -0.071 0.451
H -2.727 3.083 4.479
H -0.762 0.805 6.517
C 1.808 0.580 -2.479
C -1.532 4.233 -1.607
C 4.140 -2.837 -3.691
N -0.760 3.763 -0.439
H -2.595 4.111 -1.416
H -1.139 3.807 4.208
H -3.901 -2.395 -1.481
C -3.956 -1.388 1.876
Si 0.587 -3.083 -0.421
H 3.817 -3.391 -6.317
H -2.260 4.244 0.978
N -5.826 1.123 0.176
H -2.492 -1.246 -6.073
C 2.197 0.951 0.730
H 3.365 -3.477 -3.264
O -0.430 1.205 -2.157
C 0.496 -4.565 0.717
C 3.867 0.939 5.452
C 0.185 -3.604 -2.171
C 2.197 1.708 -1.571
C 4.938 2.001 5.168
H 0.287 -2.752 -2.843
H 1.390 3.349 1.210
H 0.852 -4.398 -2.520
H 0.815 5.177 -0.418
H 4.915 -3.475 -4.119
C 0.114 -0.339 -3.953
H 2.002 2.623 -2.125
C 1.399 1.334 4.882
C 4.659 -1.026 -5.341
C -1.930 0.435 4.076
H 3.006 -3.326 -0.591
H 5.442 -1.641 -5.788
C 0.661 4.121 -0.664
H 5.330 1.920 4.153
Zr -0.770 1.198 -0.174
H -6.873 -0.698 0.340
H -1.327 5.292 -1.796
C -1.327 -0.413 -4.470
C -4.617 1.053 -0.382
H -3.603 -1.471 2.908
H -5.928 -1.432 -1.717
C -3.729 -3.142 -0.713
H -0.617 4.215 1.620
As -0.867 -1.414 0.392
C 3.422 1.085 6.907
H -7.701 0.547 -0.614
C 2.941 1.029 3.103
H -0.419 -5.144 0.630
H -3.907 -0.333 1.618
N -4.631 0.198 -1.389
H 3.275 1.680 -1.387
Si -2.876 -2.523 0.845
C 2.708 1.112 4.471
C -1.849 0.994 -4.795
H -1.149 5.569 0.592
H -2.198 1.810 6.371
H 3.734 -1.234 5.466
H 2.640 3.616 0.003
H -4.677 -3.627 -0.459
C -1.760 2.934 3.994
H -2.092 -0.539 -2.447
C -2.647 -4.061 1.888
C 1.138 -1.075 -4.554
C 0.324 1.497 4.007
H -4.999 -1.723 1.867
H -1.256 3.647 -2.482
H -1.835 1.643 -3.922
H -2.334 -4.915 1.288
H 2.690 0.325 7.186
C -1.223 4.489 0.760
C 3.550 -1.918 -4.770
C 0.615 1.440 2.641
C 2.463 -1.050 -4.137
H -5.958 1.573 1.066
C 1.911 1.180 2.191
N 1.507 1.845 -0.252
H -1.887 -2.097 -3.202
H -1.242 1.454 -5.577
C -2.199 -1.071 -3.396
C -6.733 0.114 -0.374
H -1.928 2.871 2.922
C -1.108 1.651 4.529
H 3.810 -0.080 -2.768
C 0.470 0.471 -2.869
S -3.317 1.994 0.193
C 2.361 -2.490 -0.305
H -3.245 -1.091 -3.721
H 0.857 4.019 -1.730
H -2.876 0.932 -5.165
H -3.624 -4.309 2.317
H -3.088 -3.908 -1.157
H -1.527 -0.485 4.504
H 5.123 -0.409 -4.570
O -0.326 1.624 1.679
H 1.199 1.382 5.940
H -6.388 0.070 -2.544
H -1.170 -2.296 -5.574
H 5.776 1.883 5.858
C 2.781 -0.184 -3.098
H 0.877 -1.714 -5.383
C 4.477 -0.458 5.271
```

* net charge: +1
* relative energy (zero: lowest compared OMol25 entry of this formula, charge and spin): 0.0 kJ/mol
* HOMO-LUMO gap: 6.68 eV
* multiplicity: 1
* lowest unoccupied orbital energy: -2.71 eV
* electronic energy: -144625.268 eV

Löwdin population analysis, charges in e, atoms 1 to 2:
1 C -0.06
2 H 0.04


3.
Entry from the Open Molecules 2025 dataset: a gas-phase ion, C15H25BrNO2 (charge +1) (the ωB97M-V functional and the def2-TZVPD basis).

Geometry as XYZ:
```
44
C15H25BrNO2 the ωB97M-V functional and the def2-TZVPD basis
C 0.284 1.829 -0.833
C -0.018 0.565 -1.311
C 2.192 -0.183 -0.618
H -1.818 0.690 0.712
C -3.649 -0.416 1.049
H -1.835 1.127 -2.303
H 2.209 -2.900 -0.470
N -2.239 -0.471 -0.987
H -6.859 -1.698 0.842
H 2.830 -2.350 -2.055
H 5.222 2.452 0.917
C 4.345 -3.122 -0.718
H 4.279 -4.138 -1.094
C 3.040 -2.389 -0.977
H 3.865 3.345 0.201
C 1.514 2.113 -0.254
C 0.958 -0.434 -1.187
H 3.894 1.991 2.956
H -3.195 1.250 -0.251
H -1.168 -0.444 -2.801
H -4.792 -1.482 -0.466
C 4.133 2.536 0.889
O 3.181 -1.073 -0.466
H 5.162 -2.609 -1.216
C 3.601 2.800 2.293
H -3.875 0.206 1.915
H -5.425 0.118 -0.049
H 4.022 3.729 2.668
C -1.329 0.226 -1.954
Br -0.992 3.256 -0.941
H -3.160 -1.319 1.421
O 3.706 1.282 0.373
H 4.552 -3.147 0.348
H -3.077 -0.807 -1.477
H 0.740 -1.416 -1.577
H -5.500 -2.343 1.760
C -2.698 0.367 0.154
H 2.517 2.879 2.303
H -6.162 -0.757 2.157
H -1.745 -1.288 -0.607
H 1.704 3.115 0.092
C 2.483 1.129 -0.136
C -4.965 -0.784 0.359
C -5.931 -1.437 1.341
```

* net charge: +1
* relative energy (zero: lowest compared OMol25 entry of this formula, charge and spin): 37.0 kJ/mol
* HOMO-LUMO gap: 8.33 eV
* multiplicity: 1
* lowest unoccupied orbital energy: -2.82 eV
* SMILES: CCCC[NH2+]Cc1cc(OCC)c(OCC)cc1Br
* electronic energy: -91581.972 eV

Löwdin population analysis, charges in e, atoms 1 to 2:
1 C -0.59
2 C -0.28